The molecule C3H4N2O3 in a non-equilibrium geometry, computed with wB97M-V/def2-TZVPD.

Geometry as XYZ:
```
12
C3H4N2O3, DFT wB97M-V/def2-TZVPD
C 1.31226 -0.91449 -0.06364
C 1.02008 0.62490 0.28609
C -1.27456 -0.94608 -0.06676
H 1.94088 1.28218 0.08472
H 0.67732 0.57549 1.35310
H -0.24835 1.93293 -0.34567
H -2.10789 0.72158 -0.37392
N -0.08189 1.03602 -0.59378
N -1.29403 0.40017 0.09128
O 2.30364 -1.54954 -0.36094
O -2.26066 -1.63176 -0.19963
O 0.01321 -1.53139 0.18915
```

Results
F_max, eV/Å: 4.127
Charge: 0
HOMO-LUMO gap, Eh: 0.4032

So, what does the Mulliken scheme give us? The charges, in e, come out as: 0.4378 -0.3200 0.5470 0.3505 0.3492 0.2633 0.2907 -0.3843 -0.2266 -0.4746 -0.5065 -0.3265